## 1
Entry from the OMol25 dataset: a structure of composition C4H7GdO3 (the ωB97M-V functional and the def2-TZVPD basis).

Geometry as XYZ:
```
15
C4H7GdO3, DFT the ωB97M-V functional and the def2-TZVPD basis
O -0.361 -0.316 -0.080
C -0.047 0.890 0.237
O 1.094 1.356 0.374
Gd 3.284 0.532 0.268
O -1.022 1.753 0.162
C -2.353 1.347 0.518
H -2.328 0.719 1.415
H -2.895 2.275 0.714
H -2.811 0.801 -0.314
C 0.575 -1.455 -0.100
H 0.704 -1.747 0.951
H -0.028 -2.204 -0.630
C 1.932 -1.060 -0.821
H 1.760 -0.881 -1.894
H 2.495 -2.008 -0.799
```

Gap between HOMO and LUMO (alpha / beta), eV: 7.536 / 7.905
Expectation value of S²: 15.765
Charge: +2
Multiplicity: 8

Atomic partial charges in e from the Löwdin method, atoms 1 to 8: 0.074 -0.585 -0.096 2.157 0.071 0.031 0.116 0.121

## 2
Entry from the OMol25 dataset: a structure of composition C4H7GdO3 (the ωB97M-V functional and the def2-TZVPD basis).

Geometry as XYZ:
```
15
C4H7GdO3, DFT the ωB97M-V functional and the def2-TZVPD basis
O 3.220 0.285 0.156
C 3.966 -0.678 0.118
H 5.056 -0.533 0.190
H 3.572 -1.706 0.036
O -1.142 1.336 0.065
C -2.410 0.842 -0.063
C -2.589 -0.640 0.146
O -2.040 -1.284 1.210
C -1.176 -1.580 0.089
Gd 0.901 0.762 0.174
H -2.845 1.020 -1.072
H -3.114 1.314 0.657
H -3.565 -1.039 -0.158
H -0.640 -1.364 -0.839
H -1.010 -2.662 0.103
```

Gap between HOMO and LUMO (alpha / beta), eV: 7.286 / 6.742
Expectation value of S²: 15.782
Charge: +2
Multiplicity: 8

Atomic partial charges in e from the Löwdin method, atoms 1 to 8: -0.255 0.011 0.133 0.114 -0.478 -0.261 -0.086 0.146

Which structure above is the least stable one? 2 is the least stable one.